1.
{
  "formula": "C20H21CoIN6O5S3Se",
  "method": "ωB97M-V/def2-TZVPD",
  "species": ["I", "Se", "Co", "S", "S", "S", "O", "O", "O", "O", "O", "N", "N", "N", "N", "N", "N", "C", "C", "C", "C", "C", "C", "C", "C", "C", "C", "C", "C", "C", "C", "C", "C", "C", "C", "C", "C", "H", "H", "H", "H", "H", "H", "H", "H", "H", "H", "H", "H", "H", "H", "H", "H", "H", "H", "H", "H", "H"],
  "xyz": [[5.608, -1.529, 3.821], [0.516, -3.165, -0.217], [0.670, -0.806, 0.557], [0.409, 2.346, 1.338], [1.931, -0.050, -1.125], [-0.839, -0.164, -0.957], [2.439, -1.319, 1.623], [-0.321, -1.595, 2.005], [0.971, 3.122, 2.427], [-0.094, -1.578, 4.231], [0.874, 2.647, 0.011], [-1.851, -0.017, -4.620], [2.527, 0.317, -4.833], [-0.366, -3.097, -2.965], [3.549, 0.618, 1.962], [1.778, -2.967, -2.823], [0.570, 0.800, 1.652], [1.574, 0.313, -4.182], [0.655, -3.067, -2.086], [-0.852, 0.131, -4.060], [3.521, -1.080, 3.714], [-1.338, 2.708, 1.380], [0.288, 0.449, 3.041], [0.481, 0.095, -2.017], [-4.050, 3.367, 1.397], [-5.514, 3.715, 1.413], [-1.729, 4.037, 1.318], [1.460, -2.905, -4.160], [-0.061, -1.033, 3.139], [0.394, 0.254, -3.393], [-1.781, -3.168, -2.629], [3.126, -0.590, 2.342], [-3.077, 4.359, 1.321], [3.136, -2.958, -2.304], [-3.638, 2.040, 1.471], [0.117, -2.986, -4.249], [-2.293, 1.706, 1.460], [-0.540, -2.930, -5.098], [3.090, -2.789, -1.232], [3.979, 1.241, 2.625], [-5.959, 3.496, 2.386], [-0.975, 4.813, 1.265], [-0.567, 0.999, 3.448], [-1.985, 0.669, 1.516], [3.095, 1.031, 1.156], [2.210, -2.761, -4.917], [-6.062, 3.137, 0.666], [-5.670, 4.773, 1.203], [3.611, -3.918, -2.508], [3.324, -0.334, 4.477], [1.127, 0.673, 3.707], [2.976, -1.991, 3.929], [-2.201, -2.165, -2.586], [-4.380, 1.252, 1.532], [3.687, -2.149, -2.777], [-1.883, -3.644, -1.659], [-3.379, 5.399, 1.261], [-2.286, -3.752, -3.397]],
  "charge": -1,
  "homo_lumo_gap_ev": 7.004,
  "energy_ev": -183842.856,
  "lumo_energy_ev": 1.828,
  "e_above_lowest_kcal_mol": 11.4,
  "mol_weight_da": 786.42,
  "spin_multiplicity": 1
}


2.
{
  "formula": "C20H21F5N2O8P2S",
  "method": "ωB97M-V/def2-TZVPD",
  "species": ["S", "P", "P", "F", "F", "F", "F", "F", "O", "O", "O", "O", "O", "O", "O", "O", "N", "N", "C", "C", "C", "C", "C", "C", "C", "C", "C", "C", "C", "C", "C", "C", "C", "C", "C", "C", "C", "C", "H", "H", "H", "H", "H", "H", "H", "H", "H", "H", "H", "H", "H", "H", "H", "H", "H", "H", "H", "H", "H"],
  "xyz": [[3.120, 1.855, -2.491], [-1.867, -0.512, 4.509], [-0.539, -2.149, 5.089], [4.577, -0.734, 5.109], [3.684, 0.941, 4.030], [3.608, 0.848, 6.179], [1.253, 0.269, 5.288], [2.259, -1.470, 6.115], [0.263, -1.524, -3.553], [-2.513, 4.431, -4.024], [-3.090, -1.111, 3.648], [-0.312, -3.917, 2.625], [-2.286, 0.187, 5.716], [-1.119, 0.462, 3.474], [3.916, -1.344, 2.605], [-2.290, 1.036, -2.872], [-0.953, -3.414, -0.001], [2.600, -0.844, -2.269], [-2.995, 3.230, -3.471], [0.352, -2.919, 2.500], [2.036, -1.662, 1.275], [0.085, -2.457, -2.521], [-1.162, 4.724, -3.733], [0.232, -2.667, -0.008], [1.948, -1.377, -1.103], [-2.270, 1.974, -3.937], [2.580, -1.138, 0.121], [2.724, -1.450, 2.576], [1.852, -1.421, 3.786], [-1.832, -0.245, -3.250], [2.217, -0.651, 5.047], [-0.313, -0.259, -3.295], [3.563, 0.122, 5.060], [-0.819, 4.728, -2.252], [2.787, 0.343, -2.365], [0.704, -2.112, 3.727], [0.780, -2.143, -1.207], [0.863, -2.413, 1.228], [-1.242, -3.698, -0.924], [-0.775, -0.051, 2.728], [-3.364, -0.415, 3.035], [-4.029, 3.153, -3.791], [0.042, 0.390, -4.090], [-0.862, -4.257, 0.552], [3.484, -0.553, 0.134], [-0.976, -2.640, -2.376], [-1.256, -3.320, 4.785], [-1.265, 2.168, -4.307], [-0.460, 4.077, -4.261], [0.159, 5.175, -2.108], [-0.737, 3.705, -1.884], [-0.993, 5.723, -4.126], [-2.196, -0.917, -2.476], [0.501, -3.396, -2.887], [-3.027, 3.243, -2.380], [-2.283, -0.565, -4.192], [-2.830, 1.540, -4.771], [-1.571, 5.233, -1.654], [0.038, 0.189, -2.364]],
  "charge": 0,
  "smiles": "CCOCCOCCOCc1c(N=C=S)cc2c(c1N)C(=O)C(PP(=O)(O)O)=C(C(F)(F)C(F)(F)F)C2=O",
  "homo_lumo_gap_ev": 7.589,
  "energy_ev": -83441.127,
  "lumo_energy_ev": -1.952,
  "mol_weight_da": 606.40,
  "spin_multiplicity": 1
}


3.
{
  "formula": "C20H21FeN2",
  "method": "ωB97M-V/def2-TZVPD",
  "species": ["Fe", "N", "N", "C", "C", "C", "C", "C", "C", "C", "C", "C", "C", "C", "C", "C", "C", "C", "C", "C", "C", "C", "C", "H", "H", "H", "H", "H", "H", "H", "H", "H", "H", "H", "H", "H", "H", "H", "H", "H", "H", "H", "H", "H"],
  "xyz": [[0.386, 2.503, -1.110], [1.116, -2.816, 0.816], [0.206, -0.800, 0.582], [-3.004, -2.807, 0.652], [-2.232, -1.633, 0.532], [-0.602, 1.331, 0.082], [-0.879, 0.979, -1.295], [-0.096, 0.434, 1.202], [2.108, -3.869, 0.964], [-2.396, -4.067, 0.750], [-1.115, 0.327, 2.235], [1.483, 4.102, -1.489], [-1.372, 2.165, -1.966], [-0.258, -3.029, 0.534], [1.482, 3.183, -2.611], [1.960, 3.384, -0.319], [-1.001, -4.189, 0.737], [2.256, 2.016, -0.723], [-0.997, 2.706, 0.283], [1.959, 1.895, -2.140], [-0.860, -1.800, 0.410], [-1.455, 3.231, -0.986], [1.348, -1.528, 0.952], [-1.706, 2.201, -3.004], [2.806, -3.866, 0.115], [1.603, -4.835, 0.994], [1.254, 3.440, -3.644], [-1.064, -0.468, 2.973], [-0.798, -0.014, -1.733], [1.258, 5.166, -1.532], [-2.676, -0.639, 0.563], [2.161, 3.815, 0.659], [-3.019, -4.954, 0.882], [2.670, -3.719, 1.891], [-1.002, 3.178, 1.262], [2.285, -1.066, 1.244], [-0.492, -5.138, 0.915], [-1.764, 1.189, 2.387], [2.157, 1.021, -2.757], [0.847, 0.881, 1.577], [-4.091, -2.742, 0.701], [-1.873, 4.221, -1.147], [2.746, 1.266, -0.108], [0.664, -0.653, -0.327]],
  "charge": -1,
  "s_squared": 6.03,
  "homo_lumo_gap_ev": [2.829, 6.242],
  "energy_ev": -58437.970,
  "lumo_energy_ev": [3.009, 2.317],
  "e_above_lowest_kcal_mol": 99.5,
  "mol_weight_da": 345.25,
  "spin_multiplicity": 5
}


4.
{
  "formula": "C20H21I2N4O2Pt",
  "method": "ωB97M-V/def2-TZVPD",
  "species": ["Pt", "I", "I", "O", "O", "N", "N", "N", "N", "C", "C", "C", "C", "C", "C", "C", "C", "C", "C", "C", "C", "C", "C", "C", "C", "C", "C", "C", "C", "H", "H", "H", "H", "H", "H", "H", "H", "H", "H", "H", "H", "H", "H", "H", "H", "H", "H", "H", "H", "H"],
  "xyz": [[-0.605, -0.393, -0.191], [-3.268, -0.585, -0.676], [-5.605, -0.634, 0.604], [-0.054, -2.963, -1.130], [-1.259, -3.309, 0.666], [-0.298, -0.377, 1.803], [-0.224, -0.302, -2.194], [1.496, -0.366, -0.160], [-0.336, 1.740, -0.183], [1.310, -0.760, 3.513], [1.859, -1.136, 1.067], [-1.122, -0.077, -3.185], [-0.912, -0.061, 4.081], [1.282, 3.475, -0.151], [-0.681, -2.532, -0.211], [-0.796, -0.197, -4.514], [-2.026, -2.948, 1.844], [1.982, 1.063, -0.082], [-1.213, -0.038, 2.739], [1.945, -1.035, -1.414], [1.043, -0.655, -2.536], [-1.052, 4.008, -0.222], [1.428, -0.759, -3.852], [0.929, 2.138, -0.146], [0.363, -0.446, 4.478], [-1.326, 2.662, -0.216], [0.277, 4.424, -0.190], [0.500, -0.548, -4.860], [0.954, -0.725, 2.183], [2.451, -1.024, -4.088], [-1.551, -0.017, -5.266], [-1.667, 0.215, 4.804], [1.718, -2.198, 0.860], [-2.340, 2.289, -0.239], [0.786, -0.658, -5.898], [-2.553, -3.859, 2.101], [0.620, -0.497, 5.529], [-1.340, -2.673, 2.637], [1.874, -2.111, -1.283], [-2.114, 0.222, -2.889], [0.524, 5.478, -0.195], [2.325, 3.765, -0.122], [2.912, -0.997, 1.319], [-1.865, 4.721, -0.254], [2.321, -1.032, 3.790], [-2.730, -2.155, 1.614], [2.991, -0.800, -1.616], [2.689, 1.227, -0.895], [-2.187, 0.260, 2.379], [2.544, 1.181, 0.845]],
  "charge": 3,
  "homo_lumo_gap_ev": 6.485,
  "energy_ev": -50557.839,
  "lumo_energy_ev": -11.928,
  "e_above_lowest_kcal_mol": 0.0,
  "mol_weight_da": 798.30,
  "spin_multiplicity": 1
}